Entry 1
Here is C32H34IrN4P as an isolated structure from the OMol25 dataset. Energies are from ωB97M-V/def2-TZVPD.

Net charge   +3
HOMO level (spin up / spin down)   -16.300 / -16.438 eV
Frontier orbital gap (spin up / spin down)   4.202 / 4.351 eV
Multiplicity   2

Cartesian coordinates (Å):
Ir1 -1.01411 -0.58154 -1.24377
C1 0.51960 3.57244 3.27232
C2 1.49870 2.68258 2.84134
C3 1.13814 1.51443 2.19526
C4 -0.21721 1.23081 1.99895
C5 -1.20089 2.14993 2.38758
C6 -0.82737 3.30836 3.04408
P1 -0.71888 -0.26319 1.16660
C7 -2.10705 -1.02076 2.02868
C8 -2.42465 -0.69847 3.35009
C9 -3.38387 -1.44673 4.01385
C10 -4.02791 -2.49512 3.36841
C11 -3.71057 -2.81525 2.05252
C12 -2.76140 -2.07111 1.37624
C13 0.59081 -1.60167 1.51253
C14 0.77159 -1.98633 2.91730
C15 1.97924 -2.34844 3.44755
C16 3.18259 -2.32821 2.71419
C17 3.16667 -1.98387 1.35841
C18 4.29075 -1.79301 0.53145
C19 4.15345 -1.46790 -0.81196
C20 2.91110 -1.38348 -1.46283
C21 1.78741 -1.52076 -0.68086
C22 1.90178 -1.75318 0.73370
H1 0.80824 4.47825 3.78871
H2 2.54391 2.90543 3.00699
H3 1.90131 0.82714 1.84880
H4 -2.24804 1.94970 2.19236
H5 -1.58511 4.00218 3.38173
H6 -1.92688 0.11673 3.85765
H7 -3.62194 -1.21022 5.04216
H8 -4.79677 -3.05250 3.88649
H9 -4.20505 -3.64146 1.55969
H10 -2.52707 -2.29040 0.33623
H11 -0.08521 -1.91620 3.57087
H12 2.01875 -2.61489 4.49578
H13 4.12202 -2.55025 3.20427
H14 5.27659 -1.91840 0.96125
H15 5.04798 -1.33903 -1.40815
H16 2.85644 -1.30351 -2.54047
C23 1.35662 -4.82714 -0.45926
C24 0.43048 -4.09496 0.51831
C25 0.53802 -2.61502 0.41912
N1 0.46709 -1.92522 -0.87420
H17 1.26134 -5.89960 -0.30822
H18 2.39866 -4.54773 -0.29159
H19 1.09500 -4.60229 -1.49251
H20 0.63667 -4.39847 1.54531
H21 -0.60584 -4.37105 0.29590
C26 1.57562 3.17678 -3.99731
C27 1.51309 1.70608 -4.36299
N2 0.44317 1.09179 -3.58144
C28 -0.65195 1.74541 -3.15890
N3 -1.51706 1.08353 -2.33805
C29 -2.75316 1.76709 -1.91821
C30 -3.20979 2.76182 -2.96923
C31 -2.08015 3.73118 -3.23592
N4 -0.84009 3.00976 -3.52648
C32 0.20290 3.78233 -4.20884
H22 2.30646 3.69160 -4.61682
H23 1.87747 3.28252 -2.95267
H24 2.44836 1.20331 -4.12223
H25 1.32662 1.58227 -5.43226
H26 0.46347 0.10016 -3.42832
H27 -2.56815 2.28108 -0.96840
H28 -3.53221 1.02268 -1.74942
H29 -4.08741 3.30182 -2.62026
H30 -3.47703 2.22819 -3.88326
H31 -1.92100 4.39789 -2.38258
H32 -2.31328 4.35860 -4.09674
H33 0.16850 4.80106 -3.82209
H34 -0.02949 3.83245 -5.27642


Entry 2
Here is C32H34IrN4P as an isolated structure from the OMol25 dataset. Energies are from ωB97M-V/def2-TZVPD.

Net charge   +3
HOMO level (spin up / spin down)   -16.540 / -16.756 eV
Frontier orbital gap (spin up / spin down)   4.780 / 4.970 eV
Multiplicity   2

Cartesian coordinates (Å):
Ir1 0.95040 -0.54508 0.88022
C1 -5.58334 -0.03865 -2.34350
C2 -4.54745 -0.54496 -3.11889
C3 -3.30396 -0.77762 -2.55376
C4 -3.10486 -0.52556 -1.19910
C5 -4.15374 -0.03750 -0.41173
C6 -5.38451 0.20024 -0.99107
P1 -1.50990 -0.91803 -0.39783
C7 -1.49786 0.28353 0.99607
C8 -1.83558 1.60576 0.66782
C9 -2.01464 2.54304 1.66525
C10 -1.79228 2.19152 2.99400
C11 -1.39832 0.90211 3.32749
C12 -1.24852 -0.06908 2.34248
C13 -1.77629 -2.59462 0.24430
C14 -3.02170 -3.20666 0.12533
C15 -3.19124 -4.53917 0.48285
C16 -2.11006 -5.28281 0.91253
C17 -0.84305 -4.68899 1.07073
C18 0.24643 -5.42484 1.57211
C19 1.45387 -4.80598 1.81171
C20 1.62772 -3.45634 1.51103
C21 0.60311 -2.68890 0.95288
C22 -0.65708 -3.30998 0.74034
H1 -6.54131 0.17530 -2.79480
H2 -4.71074 -0.74948 -4.16576
H3 -2.50329 -1.17736 -3.15868
H4 -4.02035 0.09612 0.65101
H5 -6.19248 0.57143 -0.37873
H6 -2.00920 1.86563 -0.36734
H7 -2.35310 3.53773 1.42024
H8 -1.94356 2.92060 3.77302
H9 -1.26624 0.63366 4.36392
H10 -1.11765 -1.11052 2.63097
H11 -3.87234 -2.64774 -0.23424
H12 -4.16973 -4.98792 0.40343
H13 -2.23351 -6.33014 1.14607
H14 0.12067 -6.47657 1.78229
H15 2.27362 -5.37249 2.22126
H16 2.59757 -3.02736 1.71109
C23 6.26212 0.50987 2.42652
C24 5.57022 -0.84633 2.19297
C25 4.20831 -0.70750 1.84182
N1 3.09389 -0.57166 1.57801
H17 7.26097 0.31867 2.81014
H18 5.72348 1.10828 3.15881
H19 6.35304 1.07466 1.50110
H20 5.61744 -1.44715 3.10927
H21 6.08124 -1.39906 1.39579
C26 0.95463 2.58204 -4.03673
C27 0.32404 1.24862 -3.66631
N2 0.58929 0.94395 -2.26766
C28 1.09863 1.79750 -1.36702
N3 1.39086 1.31980 -0.15118
C29 1.98775 2.24983 0.78791
C30 2.90726 3.22534 0.05857
C31 2.06362 4.00209 -0.93481
N4 1.21828 3.09850 -1.68528
C32 0.64351 3.57949 -2.92563
H22 0.56442 2.94207 -4.98657
H23 2.03676 2.47671 -4.13819
H24 0.73300 0.45402 -4.29643
H25 -0.76123 1.27810 -3.82393
H26 0.54958 -0.02838 -1.98140
H27 2.55735 1.68335 1.52545
H28 1.19539 2.79432 1.32038
H29 3.68506 2.66042 -0.45782
H30 3.38710 3.91403 0.75127
H31 2.69818 4.55332 -1.63833
H32 1.42944 4.73058 -0.41670
H33 1.05044 4.56345 -3.15159
H34 -0.43962 3.69875 -2.81744


Which one sits at the bottom of the stability order? entry 1 does.


Entry 1
Here is C3H9NO2S as an isolated structure from the OMol25 dataset. Energies are from ωB97M-V/def2-TZVPD.

HOMO level   -9.907 eV
Frontier orbital gap   6.932 eV

Cartesian coordinates (Å):
C1 0.26928 -0.94086 0.19542
C2 -0.71419 -1.80299 0.22990
S1 -2.67931 0.53422 0.09628
C3 0.09641 0.60878 0.05004
N1 0.00869 1.24932 1.31832
O1 0.96203 1.13258 -0.68623
H1 1.29981 -1.23043 0.29825
H2 -1.05658 0.77865 -0.44865
H3 -1.74072 -1.49025 0.22065
H4 -0.56872 -2.87020 0.29278
H5 -3.87310 0.89050 -0.41046
H6 -0.95771 1.40395 1.47654
H7 0.54698 2.10514 1.30059
H8 3.41921 -0.15574 -1.82786
H9 2.14145 0.23323 -0.97286
O2 2.84648 -0.44592 -1.13270


Entry 2
Here is one molecule with the formula C3H9NO2S from the OMol25 dataset. Energies are from ωB97M-V/def2-TZVPD.

HOMO level   -9.676 eV
Frontier orbital gap   10.522 eV

Cartesian coordinates (Å):
C1 0.64952 1.53193 -0.42571
C2 -0.90370 0.18955 1.36326
C3 -0.04640 0.21785 0.12032
N1 -0.87887 -0.37564 -1.02440
O1 2.01764 -1.01926 -0.89055
O2 0.23941 -2.28623 0.53170
S1 1.32313 -1.01915 0.38814
H1 1.14632 1.18763 -1.31206
H2 -0.15687 2.18287 -0.55421
H3 1.43417 1.76097 0.30111
H4 -1.22569 -0.80023 1.39572
H5 -1.63802 0.99875 1.30100
H6 -0.22077 0.35549 2.09919
H7 -0.38475 -2.40922 -0.13908
H8 -1.10747 0.39816 -1.64218
H9 -0.24767 -0.91346 -1.51225


Which one sits at the bottom of the stability order? entry 1 does.


Entry 1
Here is a 4-piece molecular cluster, C5H17NO2 overall from the OMol25 dataset. Energies are from ωB97M-V/def2-TZVPD.

HOMO level   -9.228 eV
Frontier orbital gap   7.800 eV

Cartesian coordinates (Å):
C1 1.63383 -2.32535 -0.50933
C2 0.81928 -1.14454 0.05851
C3 -0.65405 -1.44468 0.31605
C4 -1.58888 -0.27735 0.16222
N1 -1.51103 0.55124 1.39818
C5 -1.48848 2.00392 1.08848
H1 2.66411 -2.00475 -0.56790
H2 1.56126 -3.20642 0.12625
H3 1.24845 -2.55757 -1.49427
H4 0.78159 -0.42055 -0.84290
H5 1.25297 -0.90978 1.04578
H6 -0.75714 -2.03914 1.22372
H7 -0.93724 -2.13401 -0.49719
H8 -2.61168 -0.60956 -0.01437
H9 -1.24463 0.33020 -0.69104
H10 -2.40132 0.45757 1.84656
H11 -2.21343 2.26383 0.30898
H12 -0.49852 2.36180 0.82674
H13 -1.84366 2.52502 1.97849
H14 0.72152 0.63884 0.33492
H15 0.18708 0.96455 -2.54216
O1 0.37543 0.83665 -1.60690
H16 2.63061 2.66723 -0.85052
H17 1.56894 1.52403 -0.79847
O2 2.30499 1.94879 -0.29984


Entry 2
Here is a 3-piece molecular cluster, C5H17NO2 overall from the OMol25 dataset. Energies are from ωB97M-V/def2-TZVPD.

HOMO level   -9.315 eV
Frontier orbital gap   10.061 eV
SMILES string   CC(C)CCN.O.O

Cartesian coordinates (Å):
C1 0.94228 0.99904 1.94670
C2 0.26358 1.18719 0.59897
C3 -0.58605 2.46991 0.59831
C4 -0.69314 0.00067 0.35278
C5 -1.37573 -0.13089 -1.01234
N1 -0.56499 -0.25211 -2.20638
H1 1.72254 1.72564 2.17209
H2 0.19193 1.02508 2.73831
H3 1.48241 0.05276 2.01839
H4 1.02791 1.29913 -0.17103
H5 -0.06895 3.28617 1.12048
H6 -0.84009 2.84052 -0.38948
H7 -1.53884 2.30612 1.12687
H8 -0.28663 -0.92432 0.77001
H9 -1.50612 0.16310 1.07359
H10 -2.02363 -0.99583 -0.93129
H11 -2.01210 0.72741 -1.15333
H12 0.09486 0.50640 -2.29995
H13 -0.11450 -1.15182 -2.30808
O1 -0.00088 -3.53784 -1.24465
H14 0.89131 -3.18477 -1.08848
H15 -0.17984 -4.07447 -0.46581
O2 2.07543 -1.64826 -0.44814
H16 1.50655 -1.28804 -1.14930
H17 1.59268 -1.40077 0.35174


Which one sits at the bottom of the stability order? entry 1 does.